Entry from the OMol25 dataset: a 2-piece molecular cluster, C4H3FO2 overall in a non-equilibrium geometry (wB97M-V/def2-TZVPD).

Calculated values
Maximum force = 3.79 eV Å⁻¹
HOMO energy = -8.70 eV
Kohn-Sham gap = 0.3173 hartree
LUMO energy = -0.00255 Eh

XYZ file:
```
10
C4H3FO2, DFT wB97M-V/def2-TZVPD
H -1.06761 -1.30860 -0.89209
C 0.86634 2.16921 -0.11449
F -1.26681 1.46424 0.92901
C 0.49198 -0.60234 -0.21199
O 1.86470 2.60461 -0.50726
H -1.34778 -0.96255 0.82502
O 1.51965 -0.69144 -0.77981
H -0.35893 -2.54472 0.33598
C -0.66554 -1.45757 0.07750
C -0.03599 1.32915 0.33813
```

Atomic partial charges in e from the Mulliken method, atoms 1 to 5: number 1, H, carries 0.27; number 2, C, carries 0.73; number 3, F, carries -0.26; number 4, C, carries 0.55; number 5, O, carries -0.37

---

Entry from the OMol25 dataset: C4H3FO6Pt as an isolated structure in a non-equilibrium geometry (wB97M-V/def2-TZVPD).

Calculated values
2S+1 = 4
Maximum force = 8.51 eV Å⁻¹
HOMO energy (alpha / beta) = -13.03 / -14.72 eV
Kohn-Sham gap (alpha / beta) = 0.3355 / 0.2449 hartree
LUMO energy (alpha / beta) = -0.14320 / -0.29611 Eh
Charge = +1
<S²> = 3.76

XYZ file:
```
15
C4H3FO6Pt, DFT wB97M-V/def2-TZVPD
O 1.36978 -1.41336 -1.57180
C 1.76222 -0.08746 0.49808
H 2.58308 0.54004 0.95513
H 3.20702 -1.06707 -0.80226
O -0.86905 2.55111 -1.67907
O -0.14906 0.13001 -2.26404
C 2.27063 -0.50891 -0.88289
H 2.42732 0.38523 -1.50026
F 1.69876 -1.27605 1.26891
O 0.59196 0.52390 0.53871
Pt -0.41030 1.13985 -0.70017
C 0.38693 -0.98035 -2.28050
O -1.08849 4.78960 -2.21046
O -0.09077 -1.84427 -3.11137
C -0.88282 3.69297 -1.94792
```

Atomic partial charges in e from the Mulliken method, atoms 1 to 5: number 1, O, carries -0.28; number 2, C, carries 0.53; number 3, H, carries 0.24; number 4, H, carries 0.33; number 5, O, carries -0.30

---

Entry from the OMol25 dataset: C4H3FS in the gas phase in a non-equilibrium geometry (wB97M-V/def2-TZVPD).

Calculated values
SMILES string = FCC#CC=S
Maximum force = 3.05 eV Å⁻¹
HOMO energy = -9.05 eV
Kohn-Sham gap = 0.2927 hartree
LUMO energy = -0.04002 Eh

XYZ file:
```
9
C4H3FS, DFT wB97M-V/def2-TZVPD
C 1.17597 1.64087 0.95493
F -0.10355 -2.31571 -1.19454
H 1.65141 1.06288 1.78293
S 1.75290 3.12593 0.87694
C -0.36229 -0.11073 -0.25146
C -1.01269 -1.39420 -0.77575
C 0.25378 0.86483 0.19468
H -1.67627 -1.77428 0.01389
H -1.67926 -1.09960 -1.60162
```

Atomic partial charges in e from the Mulliken method, atoms 1 to 5: number 1, C, carries -0.50; number 2, F, carries -0.24; number 3, H, carries 0.28; number 4, S, carries -0.20; number 5, C, carries 0.37

---

Entry from the OMol25 dataset: C4H3HgO5 as an isolated structure in a non-equilibrium geometry (wB97M-V/def2-TZVPD).

Calculated values
2S+1 = 2
Maximum force = 2.44 eV Å⁻¹
HOMO energy (alpha / beta) = -8.17 / -9.23 eV
Kohn-Sham gap (alpha / beta) = 0.3052 / 0.2753 hartree
LUMO energy (alpha / beta) = 0.00486 / -0.06403 Eh
<S²> = 0.77

XYZ file:
```
13
C4H3HgO5, DFT wB97M-V/def2-TZVPD
Hg 1.98734 1.21906 -1.50391
C 0.00941 -0.36247 -0.73762
O -0.47359 0.44823 1.44084
H -1.83327 2.49500 3.13280
O -2.57925 0.47249 2.25455
O -1.07313 2.07565 2.71005
C 2.83961 -1.88040 -2.78079
O 2.71881 -2.92810 -3.25908
C -0.77601 -0.40011 0.33698
H -0.62509 -0.52758 -1.62688
H -1.80066 -0.77274 0.42663
C -1.45049 0.90374 2.20083
O 3.05633 -0.74276 -2.59439
```

Atomic partial charges in e from the Mulliken method, atoms 1 to 5: number 1, Hg, carries 0.22; number 2, C, carries -0.63; number 3, O, carries -0.29; number 4, H, carries 0.34; number 5, O, carries -0.56

---

Entry from the OMol25 dataset: C4H3HoLiO as an isolated structure in a non-equilibrium geometry (wB97M-V/def2-TZVPD).

Calculated values
2S+1 = 6
Maximum force = 3.93 eV Å⁻¹
HOMO energy (alpha / beta) = -15.51 / -18.28 eV
Kohn-Sham gap (alpha / beta) = 0.1876 / 0.2879 hartree
LUMO energy (alpha / beta) = -0.38217 / -0.38376 Eh
Charge = +2
<S²> = 8.76

XYZ file:
```
10
C4H3HoLiO, DFT wB97M-V/def2-TZVPD
H 1.08923 0.30111 -2.23139
C 0.43314 0.74030 -1.47163
Ho 0.53659 0.74608 2.19533
Li -1.01823 -0.67597 -0.71247
O 0.70813 2.23156 0.40189
H 0.20462 2.40837 -1.73773
C 0.78732 1.86433 -0.78958
C -0.95827 -2.56986 1.43974
C -0.37075 -1.51529 1.66172
H -1.41179 -3.53062 1.24412
```

Atomic partial charges in e from the Mulliken method, atoms 1 to 5: number 1, H, carries 0.40; number 2, C, carries -0.90; number 3, Ho, carries 2.02; number 4, Li, carries 0.95; number 5, O, carries -0.59

---

Entry from the OMol25 dataset: C4H3I in the gas phase in a non-equilibrium geometry (wB97M-V/def2-TZVPD).

Calculated values
SMILES string = I[C@@H]1C2=C[C@H]21
Maximum force = 3.97 eV Å⁻¹
HOMO energy = -9.27 eV
Kohn-Sham gap = 0.3603 hartree
LUMO energy = 0.01968 Eh

XYZ file:
```
8
C4H3I, DFT wB97M-V/def2-TZVPD
H -0.64834 -1.88257 -0.02814
H 0.01753 1.41478 -1.30905
C -0.03569 -1.32811 0.52095
C 1.04688 -0.62526 -0.84192
C 0.05871 0.08239 0.55273
I 0.81791 -2.66925 1.87070
H 0.38686 0.44484 1.43345
C 0.24032 0.45824 -0.77712
```

Atomic partial charges in e from the Mulliken method, atoms 1 to 5: number 1, H, carries 0.45; number 2, H, carries 0.32; number 3, C, carries -0.48; number 4, C, carries -0.43; number 5, C, carries -0.27

---

Entry from the OMol25 dataset: C4H3I in the gas phase in a non-equilibrium geometry (wB97M-V/def2-TZVPD).

Calculated values
Maximum force = 3.49 eV Å⁻¹
HOMO energy (alpha / beta) = -8.57 / -8.36 eV
Kohn-Sham gap (alpha / beta) = 0.2711 / 0.2859 hartree
LUMO energy (alpha / beta) = -0.04393 / -0.02124 Eh

XYZ file:
```
8
C4H3I, DFT wB97M-V/def2-TZVPD
H -1.27725 0.12701 1.78647
C -0.26206 -0.46225 0.03143
C 0.59256 1.27184 1.15320
H 0.02694 -1.44432 -1.80907
C 0.31952 -0.82365 -1.06498
C -0.57429 0.50752 1.12304
I 2.37585 -0.40958 -1.78938
H -1.20127 1.23343 0.56928
```

Atomic partial charges in e from the Mulliken method, atoms 1 to 5: number 1, H, carries 0.42; number 2, C, carries -0.11; number 3, C, carries -0.44; number 4, H, carries 0.48; number 5, C, carries -0.66

---

Entry from the OMol25 dataset: C4H3I3 as an isolated structure in a non-equilibrium geometry (wB97M-V/def2-TZVPD).

Calculated values
Maximum force = 2.48 eV Å⁻¹
HOMO energy = -8.41 eV
Kohn-Sham gap = 0.2130 hartree
LUMO energy = -0.09618 Eh

XYZ file:
```
10
C4H3I3, DFT wB97M-V/def2-TZVPD
C 0.90889 -0.39793 0.01234
I 4.09065 -0.92188 -0.09903
H -3.48971 0.21734 -0.16177
H -1.88305 -0.94241 -0.07752
I 0.59689 -2.45440 0.08343
I 2.28125 2.24673 0.02217
C 2.09345 0.11353 -0.00334
C -1.59452 0.98779 0.02148
C -2.39548 0.01847 -0.15941
H -0.60837 1.13277 0.36166
```

Atomic partial charges in e from the Mulliken method, atoms 1 to 5: number 1, C, carries -0.16; number 2, I, carries 0.03; number 3, H, carries 0.28; number 4, H, carries 0.00; number 5, I, carries 0.07

---

Entry from the OMol25 dataset: C4H3IN2O as an isolated structure in a non-equilibrium geometry (wB97M-V/def2-TZVPD).

Calculated values
Maximum force = 5.53 eV Å⁻¹
HOMO energy = -10.02 eV
Kohn-Sham gap = 0.3499 hartree
LUMO energy = -0.01837 Eh

XYZ file:
```
11
C4H3IN2O, DFT wB97M-V/def2-TZVPD
H 0.74216 -1.70832 0.22618
C -0.76968 0.12486 0.32090
H -0.36528 0.57093 2.27416
O -0.35105 -0.11463 1.59461
I -2.66718 -0.79234 -0.13164
C 0.57134 -1.06564 -0.55930
N 2.60648 0.47591 -0.58299
N -0.91603 2.53267 -0.60067
H 0.09614 -1.21435 -1.57440
C -0.70067 1.46713 -0.28243
C 1.75377 -0.27622 -0.68442
```

Atomic partial charges in e from the Mulliken method, atoms 1 to 5: number 1, H, carries 0.36; number 2, C, carries 0.10; number 3, H, carries 0.33; number 4, O, carries -0.48; number 5, I, carries 0.12

---

Entry from the OMol25 dataset: a 2-piece molecular cluster, C4H3INO2 overall in a non-equilibrium geometry (wB97M-V/def2-TZVPD).

Calculated values
Maximum force = 3.67 eV Å⁻¹
HOMO energy (alpha / beta) = -4.37 / -4.05 eV
Kohn-Sham gap (alpha / beta) = 0.2362 / 0.2426 hartree
LUMO energy (alpha / beta) = 0.07546 / 0.09387 Eh
Charge = -1

XYZ file:
```
11
C4H3INO2, DFT wB97M-V/def2-TZVPD
H -1.22892 -0.68384 -0.55235
I -3.75595 -0.48416 0.01076
C -1.51243 1.37176 -0.74688
O 0.68001 -1.84813 -0.87673
O 0.43470 -3.94468 -0.24233
H -0.60975 -3.32976 1.61690
C 0.24173 -2.74647 -0.14954
C -1.86950 0.08767 -0.54403
H -1.48920 3.57009 -0.74688
N -0.31204 -2.43230 1.12805
C -1.33443 2.57254 -0.97324
```

Atomic partial charges in e from the Mulliken method, atoms 1 to 5: number 1, H, carries 0.40; number 2, I, carries 0.06; number 3, C, carries -0.05; number 4, O, carries -0.74; number 5, O, carries -0.66